Entry 1:
Entry from OMol25: 11 unconnected molecules or ions with the total composition C23H63Cl2NO14 at a distorted geometry (the ωB97M-V functional and the def2-TZVPD basis).

Values from the calculation:
SMILES: CC(C)[C@@H](C)CO[C@]1([C@H](Cl)[C@@H](C)Cl)OC(=O)O[C@]1(C)N.CO.CO.CO.CO.CO.CO.CO.CO.CO.CO
E_tot: -80061.5982 eV
HOMO: -9.38 eV

Cartesian coordinates (Å):
C -1.177 0.866 -4.150
C -0.872 0.630 -2.557
C -2.323 0.903 -1.771
C -0.422 -0.890 -2.147
C -1.523 -2.014 -2.673
C 1.142 -1.270 -2.603
O 2.046 -1.367 -1.450
C 2.814 -0.142 -1.210
C 3.129 -0.222 0.395
Cl 3.744 -1.979 0.728
C 1.838 -0.013 1.380
C 0.930 1.317 1.075
Cl 0.761 -1.558 1.545
O 2.394 1.144 -1.782
C 3.258 1.608 -2.911
O 3.384 2.867 -3.336
O 3.945 0.357 -3.360
C 4.268 -0.258 -2.029
C 5.501 0.740 -1.542
N 4.754 -1.626 -2.448
H -0.332 0.514 -4.879
H -1.324 2.029 -4.345
H -2.216 0.372 -4.467
H -0.159 1.483 -2.193
H -2.387 0.084 -0.908
H -2.305 1.944 -1.205
H -3.252 0.755 -2.467
H -0.439 -0.955 -0.971
H -1.038 -3.001 -3.072
H -2.295 -1.591 -3.449
H -2.169 -2.333 -1.721
H 1.050 -2.379 -3.038
H 1.529 -0.618 -3.494
H 3.976 0.491 0.777
H 2.284 0.141 2.477
H 0.087 1.039 0.285
H 1.559 2.186 0.553
H 0.425 1.800 2.017
H 5.994 1.196 -2.524
H 6.296 0.073 -1.002
H 5.144 1.607 -0.829
H 5.235 -2.147 -1.683
H 4.027 -2.193 -2.934
C -0.352 4.711 0.723
O -0.942 3.436 0.892
H 0.395 4.863 1.506
H 0.133 4.763 -0.255
H -1.121 5.483 0.801
H -1.600 3.329 0.183
C -3.982 0.823 1.440
O -4.717 0.830 0.230
H -2.992 1.249 1.256
H -4.503 1.426 2.187
H -3.874 -0.205 1.796
H -5.590 0.447 0.424
C -0.366 1.779 5.287
O 0.334 1.038 4.304
H -0.176 2.843 5.133
H -1.437 1.585 5.197
H -0.015 1.489 6.281
H 0.146 0.098 4.466
C -5.110 -2.396 -5.219
O -4.563 -1.327 -4.469
H -4.513 -2.538 -6.123
H -5.088 -3.311 -4.622
H -6.139 -2.156 -5.499
H -5.113 -1.225 -3.674
C 3.122 -4.786 3.343
O 2.618 -3.740 4.154
H 3.843 -5.367 3.922
H 2.300 -5.435 3.031
H 3.618 -4.362 2.467
H 1.981 -3.242 3.614
C -3.894 6.225 -0.177
O -3.533 4.862 -0.045
H -3.059 6.772 -0.621
H -4.769 6.309 -0.827
H -4.117 6.640 0.808
H -4.292 4.402 0.350
C -2.528 -3.122 1.508
O -3.563 -2.489 2.238
H -2.033 -2.379 0.877
H -1.801 -3.550 2.201
H -2.953 -3.907 0.877
H -3.984 -3.172 2.788
C 7.050 -5.555 2.426
O 6.546 -4.510 3.236
H 7.772 -6.137 3.004
H 6.228 -6.204 2.114
H 7.547 -5.131 1.549
H 5.909 -4.011 2.697
C 4.666 4.499 -0.019
O 4.075 3.223 0.150
H 5.412 4.651 0.764
H 5.151 4.550 -0.996
H 3.896 5.271 0.060
H 3.418 3.117 -0.558
C -6.876 -1.622 2.480
O -6.746 -1.264 1.116
H -7.303 -0.780 3.029
H -7.540 -2.486 2.568
H -5.892 -1.862 2.890
H -6.365 -2.030 0.654


Entry 2:
Entry from OMol25: 4 unconnected molecules or ions with the total composition C23H63N10O6P4 at a distorted geometry (the ωB97M-V functional and the def2-TZVPD basis).

Values from the calculation:
Net charge: -1
E_tot: -89211.6080 eV
HOMO: -3.61 eV

Cartesian coordinates (Å):
C 1.247 0.042 -3.985
C 1.232 -1.136 -4.252
C 1.137 -2.563 -4.499
C 0.635 -3.247 -3.222
C 1.444 -4.499 -2.820
N 2.855 -4.446 -3.136
P 3.852 -4.048 -1.979
O 5.251 -4.426 -2.273
O 3.451 -4.732 -0.544
O 3.851 -2.427 -1.691
H 1.090 0.935 -3.436
H 0.484 -2.716 -5.353
H 2.137 -2.897 -4.770
H -0.392 -3.568 -3.414
H 0.557 -2.518 -2.423
H 0.958 -5.378 -3.257
H 1.279 -4.609 -1.738
H 2.713 -4.276 -0.126
H 3.290 -2.186 -0.948
O -0.276 3.607 -1.602
P -1.530 4.297 -2.022
N -2.075 3.274 -3.294
C -2.024 3.416 -4.730
C -2.390 1.927 -2.845
N -0.872 5.839 -2.535
C -0.463 6.089 -3.909
C 0.167 6.302 -1.620
N -3.051 5.015 -1.639
C -3.727 4.510 -0.444
C -3.960 5.435 -2.661
H -2.991 3.139 -5.170
H -1.254 2.775 -5.178
H -1.829 4.434 -5.049
H -3.472 1.784 -2.713
H -1.905 1.718 -1.889
H -2.028 1.174 -3.548
H 0.160 5.286 -4.328
H 0.114 7.013 -3.953
H -1.324 6.256 -4.560
H 1.136 5.826 -1.806
H -0.109 6.101 -0.584
H 0.278 7.384 -1.717
H -4.255 3.561 -0.625
H -4.452 5.238 -0.073
H -3.005 4.338 0.357
H -4.585 4.611 -3.034
H -3.447 5.893 -3.506
H -4.617 6.200 -2.239
O 0.277 -2.891 1.238
P -0.867 -3.662 1.806
N -0.959 -5.047 0.789
C -1.872 -5.379 -0.282
C 0.214 -5.906 0.813
N -2.156 -2.500 1.562
C -2.984 -2.494 0.364
C -1.709 -1.139 1.851
N -1.669 -4.341 3.178
C -0.817 -4.751 4.293
C -2.835 -5.157 3.036
H -2.205 -6.421 -0.179
H -1.401 -5.270 -1.267
H -2.770 -4.774 -0.279
H 0.061 -6.783 1.457
H 1.085 -5.364 1.187
H 0.471 -6.254 -0.188
H -2.402 -2.566 -0.565
H -3.557 -1.566 0.324
H -3.730 -3.291 0.387
H -1.153 -0.694 1.019
H -1.065 -1.117 2.730
H -2.576 -0.513 2.074
H -0.341 -5.729 4.126
H -1.394 -4.806 5.219
H -0.022 -4.019 4.451
H -2.592 -6.207 2.817
H -3.506 -4.787 2.262
H -3.391 -5.123 3.977
O 0.194 1.320 3.587
P 1.630 1.187 3.202
N 2.312 2.685 3.755
C 2.702 3.864 3.021
C 2.245 2.908 5.185
N 1.484 1.067 1.472
C 1.542 2.227 0.589
C 0.351 0.229 1.085
N 3.083 0.267 3.195
C 3.270 -0.668 4.303
C 4.313 0.811 2.708
H 3.686 4.214 3.364
H 1.986 4.688 3.156
H 2.800 3.688 1.957
H 3.203 2.682 5.675
H 1.478 2.282 5.647
H 1.983 3.945 5.409
H 0.905 3.054 0.930
H 1.208 1.949 -0.407
H 2.567 2.586 0.455
H -0.601 0.774 1.121
H 0.263 -0.642 1.735
H 0.509 -0.147 0.073
H 3.628 -0.172 5.221
H 3.985 -1.447 4.033
H 2.327 -1.166 4.541
H 4.844 1.403 3.470
H 4.169 1.430 1.823
H 4.957 -0.019 2.408


Question: Which of these has the lowest HOMO?
Answer: C23H63Cl2NO14


Question: Which of these has the highest E_tot?
Answer: C23H63Cl2NO14